Molecular formula: C28H38INO28
Method: DFT, the ωB97M-V functional and the def2-TZVPD basis

* energy above the lowest of the compared OMol25 structures with the same formula, charge and spin: 23.9 kJ/mol
* Kohn-Sham gap: 0.334 Ha
* HOMO level: -8.9 eV
* SMILES string: O=C(O)CCOC(=O)NI.O=C1OCCO1.O=C1OCCO1.O=C1OCCO1.O=C1OCCO1.O=C1OCCO1.O=C1OCCO1.O=C1OCCO1.O=C1OCCO1
* spin multiplicity: 1
* E: -96573.501 eV

The geometry in XYZ format:
```
96
C28H38INO28 the ωB97M-V functional and the def2-TZVPD basis
I 1.21584 -6.45125 -2.39511
O -0.59543 3.60650 2.20507
O -4.47507 -3.37295 -6.05541
O -3.61701 8.52582 2.33077
O 3.31395 -9.92562 0.55579
O -2.81718 7.10028 0.78643
O -3.72642 -1.52738 -5.00164
O -2.73196 3.64246 1.49437
O -1.52201 5.64750 -2.75076
O 5.41050 -4.86982 -4.31645
O 2.45838 -2.66856 -2.28945
O 3.36926 2.02606 -2.69471
O 6.47928 -5.33772 -2.43174
O -2.87023 -3.51455 -4.47982
O -2.24780 3.61104 3.69564
O 4.39943 0.04480 -2.97630
O 2.27815 0.34471 -3.64946
O 6.58402 -8.63530 4.09197
O -0.77216 3.60583 -2.31209
O 1.86052 -9.46710 -1.11043
O -9.46504 6.90285 1.99376
O -8.33757 8.61801 2.84899
O 2.50233 -7.87275 0.32599
O 5.85386 -6.93698 2.80856
O 8.00038 -7.03549 3.47782
O -4.03538 6.35285 2.52349
O -7.38491 6.57884 2.79061
O 0.42241 -3.30703 -1.75585
O -0.01956 4.69562 -4.13020
N 1.54380 -4.62736 -3.23024
C 3.43842 0.74471 -3.09422
C 6.73005 -7.47955 3.40264
C 1.42376 -3.52972 -2.38703
C -8.30864 7.29305 2.56634
C 5.55102 -4.80055 -2.95644
C 2.49972 -9.12658 -0.16302
C -2.35027 5.15340 -1.67747
C 4.46116 -4.10997 -2.16047
C 4.07050 -9.09771 1.45583
C 2.14601 2.58998 -3.20567
C -3.43363 7.30241 1.78761
C -4.58969 8.40437 3.37896
C -2.04246 -2.54828 -3.82023
C 0.02747 3.81494 3.47531
C -3.76038 -2.85931 -5.25835
C -1.94027 3.62063 2.37713
C -1.05112 3.35416 4.43675
C -4.47688 6.94205 3.75202
C -2.92320 -1.31558 -3.83687
C 8.69850 -7.82162 4.44949
C 7.88554 -9.10175 4.46822
C 1.29088 1.35928 -3.40698
C 3.18962 -7.87354 1.58593
C 3.71658 -2.97453 -2.88033
C -9.49825 9.18505 2.22880
C -10.40566 7.97766 2.09161
C -1.52483 4.00314 -1.14399
C -0.71010 4.66034 -3.15640
H 0.72593 1.08942 -2.51396
H 0.61319 1.44057 -4.25145
H 4.23442 -9.61577 2.39606
H 2.33626 -4.62372 -3.85440
H -9.90993 9.97193 2.85445
H 3.77450 -4.86015 -1.76483
H 3.61171 -3.14710 -3.95638
H 0.94582 3.23805 3.54033
H 9.73051 -7.96476 4.14241
H -11.02660 7.81898 2.97450
H 8.67408 -7.29707 5.40579
H -5.57214 8.65087 2.97681
H -4.35020 9.08340 4.19320
H -0.99269 2.28540 4.64864
H -9.20948 9.60269 1.26333
H 8.22620 -9.82380 3.72477
H 4.29867 -2.05835 -2.79185
H -1.12831 -2.41532 -4.40159
H -1.06492 3.90706 5.37210
H -3.57752 -1.26014 -2.96490
H 3.74836 -6.95575 1.71800
H -2.11108 3.17258 -0.77646
H 5.15632 -4.01362 -4.68054
H -11.03572 8.00418 1.20723
H 4.97463 -3.68353 -1.29900
H -0.82279 4.31984 -0.37466
H -2.52766 5.93724 -0.94568
H 2.45245 -7.96999 2.38523
H -3.71608 6.76221 4.51536
H 5.03203 -8.86657 0.99696
H -5.41836 6.50545 4.06241
H -1.77912 -2.88642 -2.82250
H 1.72550 3.29054 -2.49500
H -3.29919 4.81982 -2.10158
H 2.35924 3.11028 -4.13846
H 7.84432 -9.57911 5.44314
H 0.25770 4.87629 3.58259
H -2.36829 -0.38544 -3.92887
```



Molecular formula: C28H38N3O3
Method: DFT, the ωB97M-V functional and the def2-TZVPD basis

* energy above the lowest of the compared OMol25 structures with the same formula, charge and spin: 79.9 kJ/mol
* Kohn-Sham gap: 0.310 Ha
* total charge: +1
* HOMO level: -11.1 eV
* SMILES string: CN1C(=O)[C@@H](Cc2ccccc2)N(/C=C/[C@H](c2ccccc2)[NH+](CCO)CCO)C12CCCC2
* spin multiplicity: 1
* E: -40258.478 eV

The geometry in XYZ format:
```
72
C28H38N3O3 the ωB97M-V functional and the def2-TZVPD basis
O 4.90363 2.09206 -0.59454
O -3.22236 -4.44758 -2.13680
O -1.76308 -2.01044 -4.45941
N -1.80925 -1.88390 -1.72637
N 2.91538 2.70369 0.40878
N 1.50627 1.24655 -0.64490
C -3.32100 0.41027 0.94489
C 1.55102 2.26529 0.49519
C 2.16892 -1.89172 2.35178
C 2.21400 -1.61203 0.98691
C -0.49249 -1.71470 -3.85297
C 0.58317 3.46008 0.34168
C -4.56085 0.57587 1.62623
C -0.52870 -2.23547 -2.44212
C -3.19028 -3.89271 -0.80278
C -3.24232 -0.08721 -0.38217
C 0.68962 2.77823 2.73433
C 2.82849 0.96832 -1.18806
C -1.99279 -2.95906 -0.65279
C 3.69243 1.97819 -0.44860
C 3.27558 -0.47111 -0.98688
C -5.73424 0.15483 1.03326
C 0.43636 0.52339 -1.10579
C -1.95742 -0.15349 -1.24300
C 3.19118 -1.45206 3.19408
C 3.51292 3.63335 1.34049
C -0.80027 0.45460 -0.55601
C -5.66450 -0.40189 -0.24300
C 3.25294 -0.83640 0.47243
C 4.26931 -0.74101 2.66582
C 4.30605 -0.44735 1.30353
C -4.44777 -0.53031 -0.94364
C 0.26071 3.90410 1.79209
C 1.27053 1.63391 1.86799
H -0.41324 -3.33705 -2.47012
H -3.94959 -5.10001 -2.16297
H 1.42874 -1.97877 0.32278
H 2.19857 1.22095 2.30011
H -4.13122 -3.35536 -0.56994
H -4.62104 0.99476 2.63418
H -2.47544 0.74481 1.54092
H -0.32137 3.13299 -0.20780
H -6.55873 -0.77924 -0.71502
H -1.10979 -3.60778 -0.65978
H -1.99574 -2.42708 0.29683
H -2.09414 0.35758 -2.29181
H 0.28992 -1.86543 -1.81526
H -3.03299 -4.77588 -0.14816
H 1.46009 3.14584 3.42793
H 3.15713 -1.66326 4.26653
H 3.72035 3.16782 2.31279
H -2.53098 -2.07699 -2.42726
H -0.95896 0.87494 0.43844
H 1.09285 4.24775 -0.23567
H 4.45731 3.97830 0.91822
H 0.78520 4.84435 2.02888
H 5.08414 -0.39676 3.30178
H -1.74840 -1.75320 -5.38132
H 2.79616 1.27475 -2.24815
H -0.24552 -0.61258 -3.89104
H 2.65912 -1.13505 -1.60656
H -4.44844 -0.93296 -1.96462
H -0.81590 4.09600 1.86716
H -0.15761 2.42080 3.34092
H 0.55782 0.79447 1.78651
H 0.65689 0.04205 -2.05239
H 2.84336 4.47985 1.48268
H 5.14577 0.09673 0.86902
H 4.29981 -0.51924 -1.36573
H 1.32924 -2.45210 2.76167
H -6.68839 0.17654 1.58047
H 0.23385 -2.33677 -4.41386
```



Molecular formula: C28H38N4O6PPdS4Te
Method: DFT, the ωB97M-V functional and the def2-TZVPD basis

* energy above the lowest of the compared OMol25 structures with the same formula, charge and spin: 168.5 kJ/mol
* Kohn-Sham gap (alpha / beta): 0.138 / 0.148 Ha
* total charge: +1
* HOMO level (alpha / beta): -9.5 / -9.6 eV
* spin multiplicity: 1
* E: -111295.816 eV

The geometry in XYZ format:
```
83
C28H38N4O6PPdS4Te the ωB97M-V functional and the def2-TZVPD basis
Te 1.29375 1.11350 -2.85021
Pd 0.00531 0.08947 -0.18195
S -0.89072 0.04728 1.98885
S -1.94659 -2.37007 3.21009
S 1.04559 3.17675 3.78499
S -1.66766 3.42237 2.58357
P -0.42530 -0.48740 -3.33953
O -1.74975 0.36601 -3.53547
O -2.76197 0.73698 -0.47630
O -0.23294 -1.12986 -4.77701
O 2.37917 0.27994 0.12782
O -0.48706 -1.48510 -2.23991
O -0.86743 1.91123 -0.70580
N -4.31866 2.77656 -0.67742
N 0.67702 3.65874 1.30985
N -0.18698 -2.42005 1.21738
N 0.57657 -1.73584 0.38211
C 3.52744 -2.71626 -1.61131
C 4.77047 -2.30099 -1.95490
C -2.94054 -5.52400 2.39879
C -1.62229 -5.08948 2.50245
C 2.12188 3.46474 1.34328
C 0.55072 -2.33329 -4.98332
C -0.01525 3.44989 2.43010
C -2.30574 -7.11454 0.71202
C -2.96178 -0.31368 -3.96567
C 1.08946 -3.88514 -0.67182
C 4.43765 -0.18189 -0.84351
C 2.63574 -1.89870 -0.84627
C 3.09062 -0.55507 -0.47525
C -4.57737 3.92665 0.25871
C 5.23286 -1.01142 -1.55295
C -1.24449 -4.02902 3.49604
C -3.78942 5.05390 -0.38800
C 2.03218 -2.04184 -5.04808
C 1.43603 -2.45429 -0.38399
C -3.28230 -6.52543 1.50497
C -2.13125 1.75341 -0.74940
C -2.48535 4.35617 -0.77928
C -0.98850 -6.69620 0.81995
C -0.65083 -5.68595 1.70999
C 2.53749 3.55267 2.81442
C -2.92475 2.96601 -1.24036
C -0.91381 -1.65999 2.01451
C -3.27458 0.04711 -5.39789
H -4.15365 3.65103 1.22332
H -4.31040 -6.85533 1.43346
H 0.37809 -5.35840 1.79709
H 0.18530 3.59140 0.43107
H -2.98789 2.88730 -2.32638
H -4.24721 -0.35975 -5.67755
H 1.04468 -4.00735 -1.75506
H 2.60849 4.24491 0.75763
H -1.86889 4.25686 0.11377
H 2.42402 -1.73397 -4.07917
H 0.30743 -3.04006 -4.18875
H 3.20311 -3.70230 -1.90989
H -5.64809 4.08805 0.34904
H -3.30567 1.13010 -5.52042
H -3.74162 0.01729 -3.27979
H -0.16613 -3.93422 3.60472
H -5.01477 2.74772 -1.41725
H -2.52122 -0.35701 -6.07171
H -4.29491 1.84050 -0.23448
H -4.32307 5.42922 -1.26532
H 5.42278 -2.94668 -2.52636
H 0.12573 -4.14218 -0.25037
H 0.18826 -2.73253 -5.92822
H -1.92508 4.87553 -1.55256
H -2.57087 -7.90393 0.02112
H -0.22040 -7.16156 0.21491
H -3.63605 5.88532 0.29615
H 4.76202 0.80495 -0.54131
H -2.84412 -1.39000 -3.83238
H 2.23612 -1.25705 -5.77686
H 1.84358 -4.56930 -0.28074
H -3.70556 -5.07105 3.01955
H 3.30746 2.82172 3.04840
H 2.56197 -2.94321 -5.36063
H 2.89455 4.54492 3.08142
H -1.65605 -4.26755 4.47879
H 6.23060 -0.69682 -1.83184
H 2.37674 2.49146 0.92662
```